(1)
The following is a DFT calculation (ωB97M-V/def2-TZVPD) of a molecular structure, C14H16F2N3Pd at a distorted geometry.

Calculated values
E_HOMO (alpha / beta): -0.751 / -0.676 eV
electronic energy: -1034.85344 Ha
net charge: -1
gap between HOMO and LUMO (alpha / beta): 4.0 / 3.9 eV

CARTESIAN COORDINATES (ANGSTROEM)
1 Pd 0.279 1.049 -0.344
2 F -0.430 -1.085 -5.143
3 C -0.808 -1.168 -3.830
4 C 0.050 -0.581 -2.877
5 C -0.494 -0.222 -1.667
6 C -1.792 -0.563 -1.219
7 C -2.437 -1.426 -2.126
8 F -3.562 -2.110 -1.722
9 C -2.044 -1.690 -3.442
10 C -2.192 -0.190 0.177
11 C -3.339 -0.609 0.918
12 C -3.329 -0.390 2.318
13 C -2.293 0.357 2.912
14 C -1.372 0.970 2.091
15 N -1.276 0.588 0.794
16 H 1.083 -0.339 -3.147
17 H -2.690 -2.251 -4.092
18 H -4.142 -1.154 0.433
19 H -4.116 -0.814 2.936
20 H -2.143 0.457 3.977
21 H -0.726 1.797 2.415
22 N 1.409 1.946 1.119
23 C 2.738 1.983 0.484
24 C 3.507 0.695 0.633
25 C 2.746 -0.598 0.119
26 N 1.991 -1.398 1.089
27 H 0.972 2.870 1.208
28 H 1.388 1.461 2.019
29 H 3.344 2.857 0.823
30 H 2.577 2.075 -0.600
31 H 3.868 0.497 1.658
32 H 4.436 0.836 0.064
33 H 3.454 -1.274 -0.358
34 H 2.037 -0.291 -0.684
35 H 1.010 -1.191 1.030
36 H 2.296 -1.095 2.034


(2)
The following is a DFT calculation (ωB97M-V/def2-TZVPD) of a single C14H16N4O6S molecule at a distorted geometry.

Calculated values
E_HOMO: -8.970 eV
electronic energy: -1611.41978 Ha
gap between HOMO and LUMO: 7.7 eV

CARTESIAN COORDINATES (ANGSTROEM)
1 C 1.557 -1.550 1.132
2 C 2.557 -0.790 2.129
3 S 3.442 0.673 1.401
4 C 3.041 0.878 -0.403
5 N 2.157 2.067 -0.695
6 C 1.581 2.652 0.538
7 O 1.964 3.595 1.258
8 C 0.238 1.821 0.757
9 C -0.603 1.516 2.009
10 O -0.159 1.999 3.267
11 C -1.888 0.639 1.795
12 N -2.663 0.312 2.997
13 C -2.287 0.159 0.347
14 O -3.505 -0.616 0.163
15 N -4.577 0.232 -0.044
16 O -5.022 0.542 1.022
17 C -1.394 0.500 -0.905
18 C -1.776 -0.013 -2.366
19 C -1.585 -1.637 -2.354
20 C -0.153 -2.047 -2.954
21 N 1.097 -1.508 -2.415
22 O -0.131 -2.889 -3.901
23 C -0.104 1.322 -0.683
24 C 1.045 1.817 -1.669
25 O 1.077 2.013 -2.896
26 H 0.699 -0.904 0.739
27 H 1.058 -2.421 1.707
28 H 2.090 -2.030 0.236
29 H 1.972 -0.556 3.092
30 H 3.373 -1.557 2.416
31 H 2.668 -0.090 -0.909
32 H 4.047 1.111 -0.923
33 H 0.816 2.134 3.150
34 H -3.219 -0.555 2.861
35 H -1.995 0.143 3.778
36 H -1.138 0.449 -3.192
37 H -2.878 0.213 -2.560
38 H -1.606 -2.026 -1.271
39 H -2.442 -2.147 -2.912
40 H 0.907 -1.142 -1.469
41 H 1.738 -2.308 -2.273


(3)
The following is a DFT calculation (ωB97M-V/def2-TZVPD) of a molecular structure, C14H16NO6Ti.

Calculated values
E_HOMO: -13.073 eV
electronic energy: -1898.54900 Ha
energy above the lowest of the compared OMol25 structures with the same formula, charge and spin: 1.340 eV
net charge: +1
gap between HOMO and LUMO: 8.1 eV

CARTESIAN COORDINATES (ANGSTROEM)
1 Ti -0.220 0.535 0.210
2 O -1.124 -3.074 0.235
3 C -1.124 -1.732 0.393
4 O 0.023 -1.199 0.926
5 C -2.307 -1.216 1.202
6 O -2.013 0.201 1.349
7 C -3.076 1.128 1.045
8 C -2.687 1.931 -0.190
9 O -3.438 2.600 -0.817
10 O -1.363 1.812 -0.444
11 H -0.241 -3.421 0.423
12 H -3.247 -1.357 0.673
13 H -2.331 -1.680 2.185
14 H -4.013 0.605 0.876
15 H -3.191 1.804 1.892
16 C -1.259 -1.601 -3.221
17 C -0.391 -1.405 -2.002
18 C 0.624 -0.286 -2.150
19 O -1.266 -1.003 -0.890
20 H -0.643 -1.895 -4.071
21 H -1.781 -0.677 -3.472
22 H -1.993 -2.384 -3.042
23 H 0.095 -2.338 -1.721
24 H 0.115 0.672 -2.329
25 H 1.280 -0.420 -3.010
26 H 1.328 -0.235 -1.299
27 N 5.483 4.313 2.775
28 C 4.618 3.725 2.303
29 C 3.533 2.987 1.712
30 C 3.277 1.688 2.138
31 C 2.237 0.979 1.558
32 C 1.440 1.579 0.576
33 C 1.705 2.888 0.156
34 C 2.754 3.589 0.720
35 H 3.893 1.241 2.907
36 H 2.053 -0.038 1.888
37 H 1.088 3.362 -0.596
38 H 2.972 4.602 0.410


- The lowest electronic energy belongs to which entry?
  C14H16NO6Ti


Please write out number 1 again, unchanged.
The following is a DFT calculation (ωB97M-V/def2-TZVPD) of a molecular structure, C14H16F2N3Pd at a distorted geometry.

Calculated values
E_HOMO (alpha / beta): -0.751 / -0.676 eV
electronic energy: -1034.85344 Ha
net charge: -1
gap between HOMO and LUMO (alpha / beta): 4.0 / 3.9 eV

CARTESIAN COORDINATES (ANGSTROEM)
1 Pd 0.279 1.049 -0.344
2 F -0.430 -1.085 -5.143
3 C -0.808 -1.168 -3.830
4 C 0.050 -0.581 -2.877
5 C -0.494 -0.222 -1.667
6 C -1.792 -0.563 -1.219
7 C -2.437 -1.426 -2.126
8 F -3.562 -2.110 -1.722
9 C -2.044 -1.690 -3.442
10 C -2.192 -0.190 0.177
11 C -3.339 -0.609 0.918
12 C -3.329 -0.390 2.318
13 C -2.293 0.357 2.912
14 C -1.372 0.970 2.091
15 N -1.276 0.588 0.794
16 H 1.083 -0.339 -3.147
17 H -2.690 -2.251 -4.092
18 H -4.142 -1.154 0.433
19 H -4.116 -0.814 2.936
20 H -2.143 0.457 3.977
21 H -0.726 1.797 2.415
22 N 1.409 1.946 1.119
23 C 2.738 1.983 0.484
24 C 3.507 0.695 0.633
25 C 2.746 -0.598 0.119
26 N 1.991 -1.398 1.089
27 H 0.972 2.870 1.208
28 H 1.388 1.461 2.019
29 H 3.344 2.857 0.823
30 H 2.577 2.075 -0.600
31 H 3.868 0.497 1.658
32 H 4.436 0.836 0.064
33 H 3.454 -1.274 -0.358
34 H 2.037 -0.291 -0.684
35 H 1.010 -1.191 1.030
36 H 2.296 -1.095 2.034